[1]
{"formula": "C3H3OTm", "method": "ωB97M-V/def2-TZVPD", "elements": ["C", "C", "H", "H", "C", "O", "Tm", "H"], "positions_angstrom": [[-1.216, -0.039, -1.126], [-0.678, 1.068, -1.094], [-1.838, -0.869, -1.423], [-0.375, 2.058, -1.399], [0.710, -0.551, 0.656], [0.727, 0.235, 1.670], [1.285, -1.581, 2.917], [1.384, -0.320, -0.201]], "forces_ev_per_a": [[0.9, 1.8, 0.0], [-1.2, -2.0, -0.7], [0.3, 0.0, 0.5], [0.3, -0.1, 0.6], [0.6, 4.1, 2.1], [-0.2, -3.1, -3.2], [-0.1, -0.3, 0.7], [-0.5, -0.5, -0.1]], "charge": 2, "lumo_energy_ev": [-10.42, -11.12], "spin_multiplicity": 3, "relative_energy_ev": 0.395, "homo_energy_ev": [-18.0, -18.0]}

[2]
{"formula": "C28H42Br10N2PS2", "method": "ωB97M-V/def2-TZVPD", "elements": ["C", "P", "C", "N", "C", "C", "C", "S", "C", "S", "N", "C", "C", "C", "C", "C", "C", "C", "C", "C", "C", "C", "C", "H", "H", "H", "H", "H", "H", "H", "H", "H", "H", "H", "H", "H", "H", "H", "H", "H", "H", "H", "H", "H", "H", "Br", "C", "C", "Br", "H", "H", "H", "H", "Br", "C", "C", "Br", "H", "H", "H", "H", "Br", "C", "C", "Br", "H", "H", "H", "H", "Br", "C", "C", "Br", "H", "H", "H", "H", "Br", "C", "C", "Br", "H", "H", "H", "H"], "positions_angstrom": [[1.893, -1.829, 1.636], [3.630, -1.185, 1.281], [3.847, -1.467, -0.543], [3.766, 0.462, 1.533], [3.383, 0.800, 2.890], [1.928, 1.389, 2.905], [1.331, 1.331, 4.346], [-0.249, 0.370, 4.392], [-1.458, 1.323, 3.429], [-2.500, 2.236, 4.282], [-1.467, 1.178, 1.995], [-0.857, 2.281, 1.293], [-0.082, 1.957, 0.185], [0.521, 2.924, -0.600], [0.395, 4.275, -0.284], [-0.386, 4.601, 0.821], [-1.008, 3.633, 1.595], [-2.776, 0.834, 1.493], [-3.021, -0.527, 1.333], [-4.226, -1.026, 0.861], [-5.222, -0.102, 0.534], [-4.981, 1.249, 0.708], [-3.777, 1.754, 1.188], [1.916, -2.932, 1.656], [1.549, -1.490, 2.625], [1.126, -1.514, 0.892], [4.738, -0.901, -0.859], [4.017, -2.532, -0.751], [2.997, -1.058, -1.123], [4.040, 1.633, 3.226], [3.448, -0.071, 3.588], [1.333, 0.782, 2.210], [1.909, 2.422, 2.530], [1.046, 2.332, 4.707], [1.996, 0.818, 5.052], [0.047, 0.915, -0.088], [1.091, 2.628, -1.481], [0.900, 5.022, -0.902], [-0.499, 5.666, 1.035], [-1.630, 3.954, 2.430], [-2.222, -1.229, 1.590], [-4.330, -2.103, 0.744], [-6.161, -0.503, 0.147], [-5.793, 1.947, 0.438], [-3.594, 2.821, 1.299], [-1.937, 7.151, -1.328], [-0.645, 8.421, -0.618], [0.495, 8.636, -1.576], [1.756, 7.150, -1.556], [-0.323, 8.042, 0.348], [-1.203, 9.345, -0.476], [1.082, 9.505, -1.284], [0.164, 8.754, -2.604], [-8.614, 4.697, -1.703], [-9.779, 3.387, -0.856], [-9.460, 3.229, 0.607], [-7.844, 2.173, 0.875], [-9.673, 2.462, -1.415], [-10.787, 3.775, -0.988], [-10.251, 2.677, 1.112], [-9.304, 4.177, 1.114], [6.313, -5.888, -1.288], [4.580, -6.708, -1.632], [3.513, -5.668, -1.854], [2.949, -4.853, -0.184], [4.370, -7.363, -0.792], [4.722, -7.308, -2.530], [2.616, -6.127, -2.267], [3.835, -4.860, -2.506], [0.093, -2.184, -3.630], [-1.721, -1.488, -3.635], [-1.741, 0.013, -3.744], [-1.299, 0.896, -2.057], [-2.204, -1.854, -2.733], [-2.193, -1.939, -4.506], [-2.748, 0.356, -3.981], [-1.047, 0.394, -4.488], [7.864, -12.443, -2.042], [7.456, -10.584, -2.455], [7.586, -9.704, -1.241], [6.069, -9.909, -0.041], [6.459, -10.569, -2.884], [8.181, -10.295, -3.214], [7.580, -8.653, -1.528], [8.479, -9.912, -0.658]], "forces_ev_per_a": [[-0.6, 0.1, -0.8], [1.2, -0.1, 1.1], [-0.3, 0.8, -0.1], [-0.6, -0.8, -0.4], [-0.1, 0.8, -1.3], [0.3, -0.7, 0.9], [-0.9, 0.6, -1.3], [0.0, -0.2, 0.0], [0.6, 0.3, 0.6], [-0.1, -0.3, -0.3], [-0.5, 0.6, 0.8], [0.6, 0.4, -0.7], [0.2, -0.3, 0.2], [0.2, 0.5, -0.1], [0.0, -0.8, 0.0], [0.4, 0.7, -0.4], [-0.3, 0.1, 0.4], [-0.2, -0.3, -0.1], [0.5, -0.7, 0.2], [0.2, 0.7, 0.0], [0.2, -1.1, 0.0], [-0.7, 0.9, -0.4], [0.3, -0.4, -0.1], [0.0, 0.4, 0.0], [0.3, -0.1, -0.2], [0.2, -0.1, 0.2], [-0.2, -0.2, 0.3], [-0.2, 0.5, 0.1], [0.2, -0.3, 0.0], [-0.1, -0.5, 0.3], [-0.1, 0.4, 0.1], [0.2, 0.2, 0.3], [0.2, -0.3, 0.0], [0.3, -0.3, 0.2], [-0.3, 0.1, -0.1], [0.2, 0.1, 0.5], [-0.1, 0.0, 0.3], [-0.5, -0.5, 0.5], [-0.2, -0.3, 0.3], [0.2, -0.1, -0.1], [-0.1, 0.3, -0.1], [-0.2, 0.3, 0.0], [0.1, 0.5, 0.1], [1.5, -0.5, 0.0], [-0.2, -0.3, 0.0], [0.0, 0.0, 0.0], [-0.3, 0.0, -0.1], [0.4, 0.0, 0.1], [0.1, 0.6, -0.2], [0.1, 0.0, -0.1], [0.1, 0.0, 0.0], [-0.1, 0.0, 0.0], [-0.1, 0.0, 0.0], [0.0, -0.1, 0.0], [-0.1, 0.3, -0.1], [0.0, -0.4, 0.2], [-1.2, 0.5, 0.2], [0.0, 0.0, 0.1], [0.0, 0.0, 0.0], [-0.1, 0.1, -0.1], [0.0, 0.0, -0.1], [0.0, -0.1, 0.1], [0.1, 0.0, -0.2], [-0.3, 0.0, 0.3], [0.0, -0.3, 0.0], [0.0, 0.1, 0.0], [0.0, 0.0, 0.0], [0.1, -0.1, 0.0], [0.1, -0.1, 0.0], [0.0, 0.0, 0.1], [0.1, -0.1, -0.2], [-0.3, 0.3, 0.3], [-0.4, -0.5, -1.2], [0.0, 0.1, 0.0], [0.0, 0.0, 0.0], [0.0, -0.1, -0.1], [0.0, -0.1, 0.0], [-0.1, 0.0, 0.0], [0.2, -0.1, 0.0], [-0.2, 0.2, 0.0], [0.1, -0.1, 0.0], [0.0, 0.0, 0.1], [0.0, 0.0, 0.0], [0.0, 0.0, 0.0], [0.0, -0.1, -0.1]], "charge": -1, "lumo_energy_ev": 1.70, "spin_multiplicity": 1, "homo_energy_ev": -1.7}

[3]
{"formula": "C3H3ClO2", "method": "ωB97M-V/def2-TZVPD", "elements": ["C", "C", "O", "C", "O", "Cl", "H", "H", "H"], "positions_angstrom": [[0.291, -1.213, 0.533], [-0.334, -1.395, -0.790], [-1.497, -1.355, -1.070], [0.957, -1.981, -1.812], [1.814, -1.551, -2.532], [1.177, -3.631, -1.196], [1.442, -1.093, 0.522], [0.007, -2.103, 0.985], [-0.235, -0.330, 1.138]], "forces_ev_per_a": [[0.8, 3.7, 1.1], [0.5, -0.1, -2.2], [1.5, 0.0, 0.0], [0.6, 0.9, 0.0], [-2.2, 0.1, 1.1], [-0.2, -0.8, 0.1], [-2.1, -0.2, 0.0], [-0.1, -1.7, 1.5], [1.2, -1.9, -1.4]], "lumo_energy_ev": 0.40, "spin_multiplicity": 1, "relative_energy_ev": 1.041, "homo_energy_ev": -10.1}

[4]
{"formula": "C20H18O14V", "method": "ωB97M-V/def2-TZVPD", "elements": ["O", "V", "O", "C", "O", "O", "O", "C", "O", "O", "O", "C", "C", "C", "C", "C", "C", "O", "O", "H", "H", "H", "H", "H", "H", "C", "C", "C", "C", "C", "C", "O", "O", "H", "H", "H", "H", "H", "H", "C", "C", "C", "C", "C", "C", "O", "O", "H", "H", "H", "H", "H", "H"], "positions_angstrom": [[39.987, 25.179, -17.108], [40.034, 25.428, -18.709], [38.574, 25.735, -19.267], [43.543, 28.140, -21.698], [43.915, 27.500, -20.767], [42.588, 27.603, -22.266], [44.447, 27.933, -22.498], [43.746, 21.165, -21.536], [43.700, 20.058, -22.140], [42.690, 21.526, -20.985], [44.727, 21.900, -21.615], [36.291, 31.995, -17.755], [35.179, 32.692, -17.420], [34.473, 32.358, -16.282], [34.903, 31.374, -15.406], [36.115, 30.742, -15.649], [36.831, 31.063, -16.828], [37.994, 30.508, -17.005], [33.231, 32.859, -15.903], [36.800, 32.150, -18.695], [34.743, 33.332, -18.173], [34.434, 31.114, -14.468], [36.509, 29.980, -14.993], [38.439, 30.673, -16.170], [32.928, 33.452, -16.594], [39.997, 24.236, -6.602], [38.649, 23.846, -6.270], [37.701, 23.669, -7.239], [38.091, 23.716, -8.584], [39.438, 23.953, -8.971], [40.350, 24.211, -7.963], [41.657, 24.354, -8.313], [36.491, 23.350, -6.817], [40.750, 24.387, -5.843], [38.352, 23.843, -5.231], [37.324, 23.436, -9.290], [39.871, 23.961, -9.960], [42.367, 24.371, -7.667], [35.905, 24.002, -7.209], [31.572, 22.798, -15.168], [32.256, 23.005, -16.346], [32.805, 21.942, -17.094], [32.711, 20.631, -16.505], [32.125, 20.464, -15.277], [31.451, 21.499, -14.689], [30.761, 21.234, -13.562], [33.322, 22.061, -18.322], [31.048, 23.630, -14.722], [32.320, 24.029, -16.684], [33.283, 19.750, -16.757], [32.150, 19.591, -14.643], [30.475, 20.318, -13.539], [33.657, 22.951, -18.458]], "forces_ev_per_a": [[0.1, -0.1, 0.6], [1.2, -0.2, 0.2], [-1.5, 0.3, -0.7], [-0.4, -7.7, -3.1], [1.5, 0.2, 12.2], [-8.9, 2.5, -2.0], [7.8, 5.1, -7.1], [-1.2, -0.7, -1.3], [0.5, -2.0, -0.7], [-1.8, 0.9, 1.6], [2.6, 1.6, 0.3], [1.9, -1.5, 0.8], [-1.7, 0.0, -0.3], [-1.1, -0.6, 1.4], [1.6, -0.3, 0.1], [-0.1, 0.8, -1.4], [-3.4, 1.4, 0.7], [2.6, -0.6, -0.6], [0.2, 0.6, -0.6], [0.1, 0.1, 0.0], [-0.1, 0.4, 0.1], [-0.7, 0.3, -0.2], [0.0, 0.0, 0.1], [0.7, -0.7, -0.1], [-0.1, 0.1, 0.0], [-2.2, -1.4, -0.8], [2.8, 1.7, 0.4], [3.3, 0.1, -1.0], [0.8, -0.2, -0.3], [-1.1, 0.1, 1.1], [0.8, -0.1, 2.2], [0.4, 0.3, -1.7], [-2.7, -0.2, 0.2], [0.0, 0.1, 0.1], [-0.1, -0.2, 0.1], [0.1, 0.2, -0.4], [-0.6, -0.2, -0.3], [-0.8, -0.1, 0.6], [-0.6, -0.2, 0.0], [-0.6, -0.7, 0.1], [0.5, -0.4, -1.0], [-1.1, -1.4, 2.0], [1.2, 0.8, 0.0], [-0.5, 0.6, 0.0], [0.3, 0.9, -0.1], [-1.1, 0.5, 1.5], [0.4, 0.0, -0.4], [0.1, 0.0, 0.3], [0.2, 0.0, -0.4], [0.2, 0.3, -1.2], [0.3, -0.7, -0.6], [0.2, 0.0, -0.1], [0.1, 0.2, -0.1]], "charge": -3, "lumo_energy_ev": 3.89, "spin_multiplicity": 1, "homo_energy_ev": 3.1}

[5]
{"formula": "CH10O5", "method": "ωB97M-V/def2-TZVPD", "elements": ["C", "O", "H", "H", "O", "H", "H", "O", "H", "H", "O", "H", "H", "O", "H", "H"], "positions_angstrom": [[2.538, 2.716, -0.379], [2.012, 1.854, -1.027], [3.529, 3.164, -0.525], [2.088, 3.088, 0.560], [-0.514, 1.719, 0.746], [0.072, 1.630, -0.026], [-1.259, 1.212, 0.415], [1.510, -0.326, 4.017], [1.173, -0.293, 3.106], [2.351, -0.770, 3.894], [0.988, -1.896, 0.946], [1.125, -2.770, 1.321], [0.045, -1.763, 0.938], [-5.449, -2.270, -4.911], [-5.691, -2.740, -4.122], [-4.518, -2.552, -4.952]], "forces_ev_per_a": [[-0.2, 0.0, 1.3], [0.2, 0.2, -0.3], [0.2, -0.2, -0.8], [-0.4, 0.0, -0.1], [0.2, -0.3, -0.7], [0.4, 0.3, 0.4], [-0.5, 0.0, 0.3], [-0.2, 0.0, -0.6], [0.0, 0.1, 0.3], [0.3, -0.1, 0.2], [0.5, 0.1, 0.0], [-0.1, 0.0, 0.0], [-0.5, 0.0, 0.0], [1.1, -0.2, -0.2], [-0.8, -0.2, 0.6], [-0.3, 0.4, -0.5]], "lumo_energy_ev": 0.47, "spin_multiplicity": 1, "relative_energy_ev": 0.899, "homo_energy_ev": -10.6}

[6]
{"formula": "C28H28N4O6", "method": "ωB97M-V/def2-TZVPD", "elements": ["C", "H", "O", "C", "C", "C", "C", "C", "C", "O", "C", "H", "H", "H", "O", "C", "H", "H", "H", "H", "C", "N", "C", "O", "C", "N", "C", "C", "N", "C", "H", "H", "H", "C", "C", "C", "C", "C", "O", "H", "H", "H", "H", "H", "C", "O", "N", "H", "C", "C", "C", "C", "C", "C", "C", "H", "H", "H", "H", "H", "H", "H", "H", "H", "H", "H"], "positions_angstrom": [[5.196, -1.754, 0.275], [6.028, -2.370, 0.118], [3.938, -2.533, 0.171], [2.816, -2.080, 0.234], [2.682, -0.815, 0.134], [1.386, -0.284, 0.459], [0.404, -1.151, 0.596], [0.347, -2.575, 0.340], [1.654, -3.100, 0.284], [1.972, -4.356, 0.289], [2.397, -4.928, -0.701], [1.902, -4.772, -1.729], [3.730, -4.631, -1.064], [2.487, -5.946, -0.626], [-0.780, -3.275, 0.381], [-0.683, -4.632, 0.668], [0.023, -4.967, 1.330], [-1.725, -4.884, 0.782], [-0.557, -4.984, -0.458], [-0.794, -0.740, 0.661], [1.036, 1.164, 0.425], [0.940, 1.830, -0.627], [1.289, 3.179, -0.832], [2.038, 3.709, 0.152], [0.764, 3.846, -2.282], [1.232, 3.523, -3.400], [1.130, 4.210, -4.461], [0.250, 5.536, -4.195], [0.250, 5.944, -2.884], [0.539, 5.258, -1.942], [0.165, 5.600, -0.990], [0.137, 6.048, -5.140], [1.142, 3.869, -5.353], [0.253, 1.165, -1.909], [-1.240, 1.538, -1.754], [-2.575, 0.921, -1.341], [-3.576, 1.678, -1.615], [-2.905, 3.051, -1.587], [-1.697, 2.851, -1.960], [-3.523, 3.853, -1.780], [-4.397, 1.623, -1.192], [-2.397, -0.218, -0.902], [0.300, 0.052, -1.690], [0.676, 1.459, -2.838], [-0.249, 1.517, 1.332], [-0.946, 2.549, 0.838], [-0.067, 1.121, 2.498], [0.628, 0.416, 2.633], [-1.512, 1.027, 3.289], [-2.251, -0.263, 3.120], [-2.059, -1.384, 3.595], [-2.747, -2.518, 3.192], [-3.695, -2.314, 2.044], [-3.700, -1.151, 1.572], [-3.019, 0.035, 1.969], [-3.287, 0.975, 1.630], [-4.490, -1.237, 0.669], [-4.119, -3.378, 1.959], [-2.594, -3.417, 3.768], [-1.161, -1.204, 4.607], [-1.898, 1.961, 3.003], [-1.054, 1.104, 4.456], [1.899, 1.748, 0.878], [3.475, -0.146, 0.448], [5.292, -1.165, -0.669], [5.298, -1.189, 1.121]], "forces_ev_per_a": [[-2.1, -0.5, -4.1], [0.7, -1.8, 0.5], [9.6, -4.9, 0.7], [-6.4, -3.2, -0.4], [-3.0, 7.1, 2.1], [1.2, 0.1, -1.7], [-7.8, -1.1, -0.7], [4.4, 0.5, 1.2], [-0.2, 5.6, -0.4], [-2.5, 1.1, 7.5], [6.8, -1.9, -11.0], [0.1, 0.3, 1.5], [-3.5, -0.6, 1.1], [0.0, -2.6, 0.7], [-0.1, 2.5, 1.1], [-2.8, -0.6, -6.1], [1.5, -0.6, 1.7], [-0.1, -0.6, 1.1], [0.6, -0.7, 2.3], [3.4, -0.9, 0.0], [1.5, -1.9, 9.0], [-0.7, 4.9, -14.0], [2.6, -1.6, 3.8], [-3.9, -1.3, -5.5], [3.1, 3.6, 8.0], [1.8, -4.7, -0.3], [-6.3, 8.7, 5.3], [5.6, -4.5, 0.4], [-3.0, 6.8, -9.5], [-0.7, -7.4, 3.7], [0.9, -0.2, 0.8], [-0.9, 1.2, 0.7], [1.1, -2.5, -6.0], [-2.5, -0.2, 4.3], [-4.9, 0.0, 0.2], [10.2, -7.5, -0.2], [5.3, 7.6, -0.8], [-3.3, -6.0, -1.8], [3.9, 0.3, 0.1], [-0.1, 2.5, -0.5], [-8.3, -0.9, 3.2], [-1.3, 2.9, -1.5], [0.1, 1.4, -0.7], [0.5, 0.2, -0.4], [0.7, 7.1, -7.6], [1.5, -5.0, 3.1], [-4.5, -1.8, 5.8], [0.0, -0.6, 0.3], [6.3, -0.7, 5.5], [-1.3, 12.5, -7.4], [4.3, -7.8, 7.5], [-0.7, 1.5, -0.9], [4.0, -9.7, 8.0], [-4.1, 6.3, -7.3], [-1.6, -5.7, 1.7], [0.0, 1.6, -0.9], [1.7, 1.5, 1.5], [-0.4, 2.4, -1.4], [-0.2, -0.4, -0.4], [-2.8, -1.6, -2.9], [-1.1, 0.7, -0.3], [-1.6, 0.0, -2.8], [-0.7, -0.7, 0.9], [0.4, 0.0, -0.9], [-0.6, 0.3, 0.9], [-0.2, 1.4, 2.2]], "lumo_energy_ev": -0.22, "spin_multiplicity": 1, "relative_energy_ev": 24.035, "homo_energy_ev": -7.3}

[7]
{"formula": "C4H11N2O", "method": "ωB97M-V/def2-TZVPD", "elements": ["O", "C", "N", "C", "N", "C", "C", "H", "H", "H", "H", "H", "H", "H", "H", "H", "H", "H"], "positions_angstrom": [[1.326, 0.156, -1.510], [1.726, -0.801, -0.758], [2.841, -0.325, 0.203], [-0.840, 0.689, 1.202], [-1.021, -0.674, 1.634], [-2.225, 0.298, -0.943], [-1.229, 1.229, -0.137], [3.722, -0.328, -0.254], [2.864, -0.790, 1.132], [-0.207, 1.348, 1.784], [-1.377, -0.867, 2.538], [2.145, -1.717, -1.224], [0.800, -1.041, -0.055], [-1.779, -0.276, -1.797], [-2.283, -0.489, -0.267], [-3.248, 0.586, -1.194], [-1.163, 2.238, -0.449], [-0.051, 0.765, 0.094]], "forces_ev_per_a": [[-0.9, -0.2, -0.1], [2.0, 2.2, 3.3], [-2.7, -1.7, -0.1], [-0.9, -2.7, 1.3], [0.1, 4.2, -5.1], [2.1, -0.3, -0.3], [-1.4, -3.7, 0.4], [0.9, 0.4, -0.3], [0.1, 0.3, -1.1], [-0.3, 0.4, 0.6], [0.6, 0.4, 1.8], [-0.7, -0.4, -0.1], [0.5, -0.8, -0.4], [-0.1, 1.3, 0.2], [-0.8, -1.6, 1.3], [0.5, 0.9, 0.1], [0.8, 1.0, 0.4], [0.0, 0.3, -1.8]], "charge": 1, "lumo_energy_ev": -8.90, "spin_multiplicity": 1, "relative_energy_ev": 11.270, "homo_energy_ev": -13.5}